# 1
Entry from the OMol25 dataset: a structure of composition C36H46N8OsP (wB97M-V/def2-TZVPD).

## Properties
ΔE to the lowest compared entry with this formula, charge and spin = 7.8 kcal/mol
highest occupied orbital energy (alpha / beta) = -15.42 / -15.41 eV
LUMO level (alpha / beta) = -0.307 / -0.378 Ha
total charge = +3
2S+1 = 5

Last column: Mulliken spin population.
Atoms and positions in Å:
Os -0.20 -0.59 -0.11  2.782
C 1.93 0.05 2.02  -0.001
C 2.30 0.96 0.87  0.014
N 1.17 1.08 -0.11  -0.008
C 1.68 1.20 -1.51  0.035
C 1.95 -0.18 -2.09  0.018
C 2.86 -0.52 -3.07  -0.002
C 2.91 -1.85 -3.50  0.024
C 2.06 -2.81 -2.95  -0.009
C 1.16 -2.41 -1.98  0.002
C 0.07 -3.27 -1.35  0.009
N -0.32 -2.76 0.01  0.031
C 0.53 -3.35 1.12  0.008
C 0.89 -2.29 2.16  -0.002
N 1.49 -1.20 1.39  0.226
N 1.15 -1.12 -1.59  -0.132
H 1.09 0.48 2.57  -0.013
H 2.77 -0.09 2.71  0.005
H 3.17 0.57 0.34  0.002
H 2.56 1.96 1.23  -0.001
H 0.53 1.88 0.20  -0.037
H 2.58 1.82 -1.54  0.008
H 0.92 1.70 -2.12  -0.002
H 3.53 0.22 -3.50  0.001
H 3.61 -2.14 -4.27  -0.001
H 2.09 -3.84 -3.28  0.001
H 0.37 -4.31 -1.30  0.005
H -0.81 -3.22 -1.99  0.005
H -1.29 -3.03 0.18  0.011
H 1.43 -3.74 0.66  0.002
H -0.01 -4.18 1.57  0.001
H 1.56 -2.71 2.92  0.000
H -0.01 -1.92 2.66  0.005
H 2.25 -1.59 0.83  -0.015
N -1.71 -0.28 0.95  0.623
P -3.29 0.13 0.71  0.125
C -4.20 -1.41 0.64  0.009
C -3.82 -2.35 -0.33  0.018
C -4.51 -3.53 -0.47  0.008
C -5.59 -3.80 0.37  0.003
C -5.98 -2.87 1.32  0.002
C -5.29 -1.67 1.46  -0.003
C -3.91 1.16 2.01  0.041
C -3.90 0.69 3.33  0.018
C -4.41 1.48 4.34  0.003
C -4.91 2.75 4.05  0.003
C -4.90 3.23 2.74  0.000
C -4.41 2.43 1.72  -0.011
C -3.47 0.92 -0.88  -0.082
C -2.39 1.51 -1.52  0.079
C -2.54 2.07 -2.78  0.048
C -3.78 2.04 -3.40  -0.002
C -4.87 1.47 -2.76  0.014
C -4.72 0.90 -1.51  -0.012
H -3.01 -2.11 -1.03  -0.009
H -4.23 -4.25 -1.23  0.000
H -6.14 -4.73 0.26  0.000
H -6.84 -3.08 1.96  0.000
H -5.61 -0.95 2.20  0.002
H -3.52 -0.30 3.55  -0.006
H -4.43 1.11 5.36  0.000
H -5.31 3.36 4.84  0.000
H -5.30 4.21 2.52  0.000
H -4.42 2.80 0.70  0.001
H -1.45 1.63 -0.99  0.079
H -1.70 2.54 -3.28  -0.001
H -3.91 2.49 -4.38  0.000
H -5.84 1.46 -3.24  0.000
H -5.57 0.43 -1.02  0.000
C -0.20 3.59 4.98  0.001
C -0.77 2.26 4.53  0.000
N -0.59 2.13 3.08  0.005
C -0.65 3.19 2.20  -0.002
N -0.62 2.88 0.92  0.030
C -0.80 4.00 -0.01  0.009
C -0.17 5.29 0.49  0.000
C -0.75 5.61 1.85  0.000
N -0.68 4.43 2.72  0.000
C -0.82 4.70 4.15  0.000
H 0.88 3.60 4.88  0.000
H -0.44 3.75 6.03  0.000
H -1.82 2.20 4.80  0.000
H -0.25 1.43 5.01  0.000
H -0.91 1.28 2.66  0.034
H -1.87 4.18 -0.18  -0.001
H -0.38 3.73 -0.98  0.001
H -0.36 6.11 -0.20  0.000
H 0.91 5.17 0.57  0.000
H -1.79 5.93 1.76  0.000
H -0.20 6.41 2.33  0.000
H -1.88 4.82 4.40  0.000
H -0.33 5.64 4.36  0.000

***

# 2
Entry from the OMol25 dataset: a structure of composition C36H54IO27Ti in a non-equilibrium geometry (wB97M-V/def2-TZVPD).

## Properties
highest occupied orbital energy (alpha / beta) = -4.50 / -7.96 eV
LUMO level (alpha / beta) = -0.008 / -0.008 Ha
total charge = 0
2S+1 = 4

Last column: Mulliken spin population.
Atoms and positions in Å:
Ti -18.88 7.84 -21.08  2.719
I -20.54 8.86 -18.80  0.040
C -17.28 6.10 -15.96  -0.010
C -17.02 4.55 -15.96  -0.004
C -15.60 4.04 -15.95  0.000
O -15.49 3.26 -14.69  0.000
C -16.70 3.28 -14.08  0.000
O -16.98 2.77 -13.01  0.000
O -17.63 4.02 -14.76  0.000
H -16.88 6.69 -16.78  0.013
H -16.76 6.53 -15.10  0.000
H -18.36 6.18 -15.85  0.001
H -17.57 4.08 -16.77  0.000
H -14.82 4.78 -16.11  0.000
H -15.54 3.41 -16.84  0.000
C -13.42 3.89 -22.48  0.000
C -14.23 4.35 -21.18  -0.015
C -14.86 3.23 -20.38  0.001
O -14.46 3.52 -19.06  -0.001
C -13.58 4.50 -19.06  -0.001
O -12.98 4.93 -18.10  0.000
O -13.42 5.00 -20.30  0.001
H -12.58 4.55 -22.70  0.000
H -14.17 3.82 -23.27  0.000
H -12.98 2.90 -22.45  0.000
H -15.00 5.11 -21.30  0.012
H -14.68 2.17 -20.56  0.000
H -15.94 3.27 -20.45  0.000
C -23.44 5.79 -21.49  -0.019
C -23.36 6.80 -22.63  0.005
C -23.68 8.27 -22.32  0.001
O -22.58 9.01 -22.85  0.002
C -21.57 8.08 -22.95  -0.024
O -20.35 8.43 -23.03  0.009
O -22.01 6.83 -22.92  0.051
H -23.21 4.75 -21.75  0.000
H -24.46 5.75 -21.10  0.000
H -23.02 6.10 -20.54  0.014
H -23.99 6.35 -23.40  0.001
H -23.82 8.31 -21.24  0.003
H -24.63 8.47 -22.83  0.000
C -24.15 4.83 -18.35  -0.002
C -22.67 5.06 -17.98  -0.010
C -22.51 6.04 -16.84  -0.001
O -22.59 5.18 -15.71  0.000
C -22.26 3.95 -16.05  0.000
O -22.09 3.08 -15.27  0.000
O -22.08 3.88 -17.35  0.002
H -24.34 3.97 -19.00  0.000
H -24.51 5.76 -18.79  0.000
H -24.76 4.56 -17.49  0.000
H -22.09 5.41 -18.83  0.029
H -23.39 6.68 -16.81  0.001
H -21.54 6.54 -16.91  -0.003
C -17.45 9.75 -23.97  0.025
C -16.56 9.08 -24.91  0.000
C -15.79 10.04 -25.80  0.001
O -14.39 9.77 -25.57  0.000
C -14.36 8.74 -24.66  0.001
O -13.40 8.12 -24.30  0.000
O -15.60 8.43 -24.20  0.002
H -18.10 9.15 -23.33  0.000
H -18.03 10.51 -24.50  0.000
H -16.76 10.27 -23.31  -0.003
H -17.13 8.53 -25.65  0.000
H -16.05 11.04 -25.44  0.000
H -16.11 9.85 -26.83  0.000
C -13.63 10.73 -18.06  0.000
C -13.76 9.78 -19.18  0.002
C -14.05 8.41 -18.60  0.001
O -15.33 8.09 -19.08  -0.001
C -15.74 9.04 -20.06  0.061
O -16.79 8.97 -20.77  0.033
O -14.96 10.13 -19.92  0.005
H -14.42 10.77 -17.31  0.000
H -13.55 11.75 -18.45  0.000
H -12.78 10.53 -17.41  0.000
H -12.94 9.73 -19.89  -0.002
H -14.21 8.48 -17.52  0.000
H -13.35 7.65 -18.92  0.000
C -21.35 12.78 -21.29  -0.001
C -22.79 12.20 -20.99  -0.001
C -23.20 11.99 -19.51  0.001
O -23.78 13.26 -19.20  0.000
C -23.94 13.93 -20.37  0.000
O -24.33 15.10 -20.32  0.000
O -23.72 13.09 -21.37  0.000
H -20.45 12.16 -21.30  0.002
H -21.30 13.82 -20.97  0.000
H -21.34 12.96 -22.36  0.000
H -22.80 11.25 -21.52  0.000
H -22.31 11.74 -18.93  0.000
H -23.98 11.24 -19.34  0.000
C -21.01 2.21 -21.00  -0.002
C -20.22 2.80 -19.82  0.002
C -18.80 2.37 -19.77  -0.001
O -18.06 3.51 -20.06  0.000
C -18.80 4.54 -20.28  -0.006
O -18.41 5.63 -20.51  0.042
O -20.05 4.18 -20.04  -0.016
H -20.43 2.45 -21.89  0.001
H -21.98 2.69 -21.09  0.000
H -21.17 1.15 -20.80  0.000
H -20.68 2.71 -18.84  0.002
H -18.63 1.48 -20.37  0.000
H -18.65 2.06 -18.74  0.000
C -21.00 1.47 -26.94  0.000
C -21.71 2.62 -26.19  0.000
C -22.67 2.41 -25.13  0.000
O -22.22 3.21 -24.03  0.000
C -20.93 3.68 -24.28  0.011
O -20.16 4.28 -23.60  0.023
O -20.72 3.34 -25.54  0.002
H -21.80 1.07 -27.56  0.000
H -20.69 0.65 -26.29  0.000
H -20.25 1.83 -27.64  0.000
H -22.28 3.34 -26.77  0.000
H -22.60 1.35 -24.87  0.000
H -23.73 2.58 -25.33  0.000

***

# 3
Entry from the OMol25 dataset: a cluster of 2 separate species, C2H8S3 in total in a non-equilibrium geometry (wB97M-V/def2-TZVPD).

## Properties
ΔE to the lowest compared entry with this formula, charge and spin = 6.0 kcal/mol
highest occupied orbital energy = -8.95 eV
LUMO level = 0.011 Ha
SMILES = CCS.SS
total charge = 0

Last column: natural (NBO) charge in e.
Atoms and positions in Å:
S 0.93 -1.59 -1.52  -0.138
S 0.95 -1.73 -3.59  -0.114
H 1.59 -2.73 -1.27  0.128
H -0.31 -2.20 -3.69  0.127
C -1.18 0.39 0.84  -0.625
C 0.13 0.78 1.47  -0.500
S 1.18 1.91 0.47  -0.057
H -1.79 -0.17 1.57  0.208
H -1.81 1.27 0.74  0.210
H -1.10 -0.20 -0.07  0.220
H 0.78 -0.07 1.66  0.212
H -0.03 1.30 2.41  0.215
H 0.67 3.03 0.97  0.115

***

| no. | electronic energy (eV) |
| --- | --- |
| 1 | -61731.7480 |
| 2 | -124702.9617 |
| 3 | -34709.1382 |